[1]
Computed, not measured: a gas-phase ion, C4H9IN (charge +1) in a non-equilibrium geometry, with wB97M-V/def2-TZVPD.

Calculated values
Relative energy (zero: lowest compared OMol25 entry of this formula, charge and spin), kcal/mol: 88.21
SMILES: C[NH+](C)/C=C/I
HOMO-LUMO gap (spin up / spin down), eV: 8.18 / 8.17
HOMO energy (spin up / spin down), Ha: -0.471 / -0.471

ORCA input file:
```
! RIJCOSX wB97M-V def2-TZVPD def2/J DEFGRID3
* xyz 1 1
C 0.346 0.779 1.165
N -0.182 -0.300 0.293
C -1.637 -0.532 0.570
C 0.112 -0.066 -1.039
C 1.704 0.014 -1.428
I 2.530 0.156 -3.322
H 0.283 0.555 2.134
H 1.403 1.011 0.746
H -0.141 1.698 0.841
H 0.159 -1.181 0.646
H -2.268 0.370 0.131
H -2.060 -1.439 0.030
H -1.828 -0.767 1.588
H -0.735 -0.026 -1.735
H 2.315 -0.272 -0.620
*
```

***

[2]
Computed, not measured: a single C11H10N2 molecule in a non-equilibrium geometry, with wB97M-V/def2-TZVPD.

Calculated values
Relative energy (zero: lowest compared OMol25 entry of this formula, charge and spin), kcal/mol: 133.85
SMILES: Nc1cccc(-c2ccccc2)n1
HOMO-LUMO gap, eV: 8.00
HOMO energy, Ha: -0.305

ORCA input file:
```
! RIJCOSX wB97M-V def2-TZVPD def2/J DEFGRID3
* xyz 0 1
N -3.331 0.794 1.912
C -2.514 0.160 0.880
C -3.242 -0.764 0.194
C -2.118 -1.718 -0.303
C -0.775 -1.331 -0.661
C -0.415 -0.187 -0.112
C 0.966 0.169 -0.241
C 1.562 0.945 0.780
C 2.986 1.242 0.467
C 3.451 1.042 -0.834
C 2.686 0.289 -1.682
C 1.477 -0.215 -1.443
N -1.238 0.502 0.943
H -2.587 1.366 2.482
H -3.799 0.172 2.453
H -4.435 -0.736 -0.145
H -2.092 -2.844 -0.591
H 0.068 -2.054 -1.128
H 1.164 0.587 1.857
H 3.508 1.739 1.117
H 4.370 1.554 -0.981
H 3.188 0.200 -2.752
H 1.118 -0.914 -2.210
*
```

***

[3]
Computed, not measured: a molecular structure, C9H15N2 in a non-equilibrium geometry, with wB97M-V/def2-TZVPD.

Calculated values
Relative energy (zero: lowest compared OMol25 entry of this formula, charge and spin), kcal/mol: 131.89
HOMO-LUMO gap, eV: 7.13
HOMO energy, Ha: -0.467

ORCA input file:
```
! RIJCOSX wB97M-V def2-TZVPD def2/J DEFGRID3
* xyz 1 1
C -3.106 -0.809 -1.355
C -2.102 -1.508 -1.989
C -2.852 -0.139 -0.163
C -0.838 -1.686 -1.330
C -1.685 -0.413 0.514
C -0.677 -1.162 -0.116
C 1.628 -1.293 0.555
C 1.288 2.311 -0.055
C 2.219 0.014 0.184
N 1.254 1.100 2.059
N 1.338 1.001 0.656
H -4.163 -0.627 -1.779
H -2.306 -1.792 -2.974
H -3.662 0.338 0.299
H -0.315 -2.389 -1.929
H -1.638 0.135 1.459
H 1.423 -1.107 1.660
H 0.438 -1.429 0.176
H 2.140 -2.147 0.086
H 1.364 2.249 -1.147
H 0.387 2.776 0.071
H 1.911 3.126 0.438
H 2.460 0.224 -0.830
H 3.192 -0.121 0.755
H 0.388 1.532 2.405
H 1.915 1.816 2.350
*
```

***

[4]
Computed, not measured: a molecular structure, C30H45As3N4O2S3Yb in a non-equilibrium geometry, with wB97M-V/def2-TZVPD.

Calculated values
HOMO-LUMO gap (spin up / spin down), eV: 7.97 / 7.51
HOMO energy (spin up / spin down), Ha: -0.388 / -0.388
⟨S²⟩: 0.7508

ORCA input file:
```
! RIJCOSX wB97M-V def2-TZVPD def2/J DEFGRID3
* xyz 1 2
Yb 0.376 -0.545 0.868
C 1.900 2.211 -2.087
As 1.061 2.405 -0.261
C 2.381 3.591 0.451
C -0.455 3.737 -0.509
C -1.634 3.805 0.447
C -2.212 5.198 0.300
C -2.720 2.823 -0.003
As -2.140 1.012 -0.494
C -3.942 0.179 -0.519
C -1.972 1.087 -2.426
C -1.170 3.544 1.879
As -2.246 3.493 3.585
C -2.847 1.575 3.439
C -3.961 4.501 3.143
H 1.988 3.217 -2.535
H 1.287 1.589 -2.714
H 2.869 1.739 -1.863
H 2.510 4.371 -0.220
H 3.284 3.010 0.635
H 2.047 3.905 1.444
H -0.826 3.646 -1.542
H 0.050 4.694 -0.482
H -2.482 5.505 -0.717
H -1.430 5.980 0.617
H -3.063 5.417 0.946
H -3.197 3.197 -0.900
H -3.439 2.678 0.763
H -4.575 0.841 -1.059
H -4.279 -0.008 0.523
H -3.907 -0.790 -1.053
H -1.082 1.616 -2.747
H -2.856 1.636 -2.815
H -1.949 0.101 -2.825
H -0.402 4.320 1.987
H -0.641 2.609 1.818
H -2.063 0.964 3.055
H -3.749 1.497 2.809
H -3.154 1.166 4.409
H -3.731 5.579 3.265
H -4.567 4.243 3.961
H -4.452 4.237 2.183
O 2.537 -0.641 -0.278
S 3.991 -0.319 -0.560
C 4.367 -1.389 -2.102
C 3.397 -2.595 -2.242
C 2.071 -2.205 -2.916
C 1.030 -3.316 -2.711
S 0.177 -3.356 -1.145
O -0.057 -1.843 -0.752
C -1.408 -3.918 -1.485
C -2.200 -3.415 -2.539
C -3.512 -3.876 -2.635
C -3.986 -4.860 -1.796
C -3.153 -5.463 -0.867
C -1.888 -4.963 -0.697
C 4.969 -1.113 0.722
C 6.050 -0.371 1.111
C 6.854 -0.873 2.157
C 6.508 -2.088 2.750
C 5.359 -2.785 2.374
C 4.557 -2.280 1.351
H 5.389 -1.690 -2.004
H 4.400 -0.715 -3.007
H 3.151 -2.895 -1.215
H 3.888 -3.415 -2.776
H 2.302 -2.113 -3.957
H 1.636 -1.268 -2.549
H 1.460 -4.320 -2.813
H 0.217 -3.175 -3.448
H -1.912 -2.549 -3.136
H -4.190 -3.377 -3.335
H -5.014 -5.142 -1.840
H -3.486 -6.247 -0.211
H -1.257 -5.286 0.101
H 6.311 0.578 0.629
H 7.723 -0.321 2.443
H 7.101 -2.571 3.512
H 5.061 -3.699 2.922
H 3.657 -2.737 0.996
S 2.507 0.528 3.350
C 1.988 -0.941 2.861
N 1.580 -1.882 2.286
N -1.293 -1.194 2.064
C -2.428 -1.607 2.154
N -3.644 -1.866 2.282
C -4.355 -2.707 1.440
N -5.063 -3.296 0.753
*
```

***

[5]
Computed, not measured: a molecular structure, C47H44As2F6N7O7RbS3 in a non-equilibrium geometry, with wB97M-V/def2-TZVPD.

Calculated values
Relative energy (zero: lowest compared OMol25 entry of this formula, charge and spin), kcal/mol: 15.16
HOMO-LUMO gap, eV: 6.57
HOMO energy, Ha: -0.108

ORCA input file:
```
! RIJCOSX wB97M-V def2-TZVPD def2/J DEFGRID3
* xyz -2 1
Rb 0.635 -1.091 0.611
O -1.794 -1.567 -3.560
C -1.625 -1.370 -2.337
N -1.367 -0.219 -1.742
C -1.293 0.885 -2.658
C -0.127 1.827 -2.542
C -0.061 2.866 -3.482
C 0.930 3.819 -3.380
C 1.846 3.714 -2.340
C 1.720 2.644 -1.469
N 0.768 1.724 -1.565
C -1.732 -2.566 -1.424
C -1.896 -3.815 -2.030
C -2.007 -4.940 -1.241
C -1.975 -4.786 0.138
C -1.814 -3.508 0.647
N -1.693 -2.424 -0.103
H -2.204 1.517 -2.530
H -1.320 0.501 -3.691
H -0.809 2.924 -4.261
H 0.976 4.641 -4.085
H 2.631 4.444 -2.210
H 2.408 2.528 -0.637
H -1.916 -3.861 -3.109
H -2.107 -5.927 -1.675
H -2.054 -5.636 0.803
H -1.793 -3.338 1.722
C -1.261 1.339 1.001
C -2.732 1.675 1.039
As -3.691 0.642 -0.354
C -5.397 1.587 0.136
C -5.520 2.889 -0.348
C -6.616 3.675 -0.050
C -7.636 3.161 0.734
C -7.544 1.862 1.206
C -6.435 1.087 0.910
C -4.147 -1.003 0.578
C -4.888 -1.932 -0.145
C -5.321 -3.107 0.442
C -5.039 -3.363 1.774
C -4.291 -2.451 2.499
C -3.840 -1.287 1.900
As 0.005 2.475 1.969
C -0.864 2.868 3.702
C -2.113 3.464 3.827
C -2.651 3.753 5.069
C -1.944 3.449 6.217
C -0.696 2.858 6.111
C -0.156 2.585 4.866
C -0.597 4.210 1.200
C -0.472 5.370 1.964
C -0.914 6.594 1.500
C -1.494 6.689 0.245
C -1.583 5.558 -0.548
C -1.134 4.336 -0.078
H -0.899 1.362 -0.027
H -1.104 0.318 1.344
H -2.911 2.735 0.814
H -3.171 1.463 2.018
H -4.720 3.289 -0.969
H -6.682 4.690 -0.425
H -8.501 3.768 0.972
H -8.340 1.456 1.818
H -6.373 0.078 1.300
H -5.108 -1.722 -1.188
H -5.890 -3.826 -0.135
H -5.395 -4.273 2.243
H -4.060 -2.642 3.541
H -3.221 -0.614 2.475
H -2.674 3.713 2.936
H -3.627 4.214 5.148
H -2.354 3.675 7.196
H -0.149 2.622 7.016
H 0.827 2.133 4.765
H -0.026 5.301 2.952
H -0.829 7.475 2.126
H -1.860 7.642 -0.116
H -2.031 5.620 -1.532
H -1.212 3.467 -0.720
O 2.653 -1.166 2.981
C 1.560 -1.081 3.530
C 1.156 -1.971 4.726
C -0.312 -1.642 4.901
C -0.524 -0.483 3.907
O -1.589 0.102 3.802
N 0.588 -0.230 3.200
H 1.771 -1.685 5.580
H 1.349 -3.017 4.492
H -0.598 -1.318 5.902
H -0.962 -2.469 4.613
S 4.689 2.045 0.475
C 4.644 0.432 0.142
N 4.629 -0.560 1.049
C 4.645 -1.861 0.407
C 4.638 -1.529 -1.100
N 4.822 -0.086 -1.104
H 4.115 -0.455 1.919
H 3.783 -2.468 0.691
H 5.553 -2.404 0.696
H 3.698 -1.831 -1.573
H 5.464 -2.011 -1.634
H 4.528 0.468 -1.890
F 0.655 -5.528 1.424
C 1.452 -4.484 1.199
F 0.898 -3.436 1.827
F 2.608 -4.732 1.828
S 1.760 -4.162 -0.663
O 1.532 -2.762 -0.815
O 0.915 -5.084 -1.340
N 3.290 -4.480 -0.822
S 3.592 -6.008 -1.087
O 2.936 -6.910 -0.195
O 3.717 -6.379 -2.461
C 5.378 -5.979 -0.461
F 6.178 -5.209 -1.208
F 5.917 -7.210 -0.462
F 5.456 -5.518 0.789
*
```

***

[6]
Computed, not measured: 2 unconnected molecules or ions with the total composition C5H12N2O in a non-equilibrium geometry, with wB97M-V/def2-TZVPD.

Calculated values
Relative energy (zero: lowest compared OMol25 entry of this formula, charge and spin), kcal/mol: 190.63
HOMO-LUMO gap, eV: 4.99
HOMO energy, Ha: -0.288

ORCA input file:
```
! RIJCOSX wB97M-V def2-TZVPD def2/J DEFGRID3
* xyz 0 1
N -0.669 0.671 -2.408
C -0.794 1.145 -1.068
C -1.052 0.329 0.022
N -0.405 0.854 1.318
C 1.091 0.608 1.195
C 1.707 -0.639 0.411
C 0.993 -1.911 0.681
O -1.768 -0.747 0.030
H -0.730 -0.365 -2.332
H 0.409 0.878 -2.294
H -0.614 2.200 -0.945
H 1.975 0.733 -1.761
H -0.835 0.365 2.076
H 1.455 1.456 0.637
H 1.585 0.615 2.283
H 2.784 -0.728 0.490
H 1.409 -0.370 -0.621
H 1.350 -2.652 -0.085
H -0.104 -1.726 0.817
H 1.303 -2.304 1.682
*
```

***

no.,molecular weight (g/mol)
1,198.027
2,170.215
3,151.233
4,987.723
5,1264.412
6,116.164